Record 1
Entry from the Open Molecules 2025 dataset: a structure of composition C37H43HfN12OS in a non-equilibrium geometry (wB97M-V/def2-TZVPD).

The geometry in XYZ format:
```
95
Properties=species:S:1:pos:R:3:mulliken_charge:R:1
Hf -0.42987 -0.68166 -0.03402 2.163
C 5.25433 -2.43413 -0.34939 -0.792
C 4.54732 -3.23301 0.80156 -0.596
N 3.09174 -3.44283 0.50898 -0.266
C 2.23852 -2.42876 0.64514 0.753
S 0.57632 -2.93905 0.47645 -0.756
N 2.64484 -1.23783 0.94358 -1.072
N 1.62954 -0.27164 0.96683 0.611
C 2.04274 0.91005 1.28555 0.205
C 3.47298 1.18427 1.69353 -1.536
C 1.05341 1.96199 1.14067 0.895
C 1.27193 3.24917 1.65028 -1.016
C 0.26327 4.15716 1.50164 -1.491
C -0.84385 3.86748 0.75175 -0.960
C -0.96656 2.64570 0.20790 -0.556
N -0.06331 1.68175 0.41860 1.951
H 6.26790 -2.17300 -0.04308 0.347
H 5.30887 -3.07693 -1.17947 0.352
H 4.59464 -1.62603 -0.56469 0.068
H 4.98396 -4.21180 1.03539 0.491
H 4.60721 -2.71768 1.72998 0.300
H 2.70402 -4.34171 0.66143 0.308
H 3.68843 0.59332 2.62773 0.360
H 4.17603 0.89456 0.92425 0.228
H 3.66670 2.25228 1.89209 0.559
H 2.16995 3.38928 2.22344 0.521
H 0.22034 5.11346 2.00197 0.464
H -1.70225 4.59314 0.61714 0.485
H -1.80805 2.44867 -0.42587 0.266
C -2.61114 -2.16981 -2.22880 -1.462
N -1.38073 -2.50418 -1.45863 -0.621
C -0.22055 -2.72811 -2.43661 -1.548
C 0.81974 -1.61928 -2.62703 0.412
N 1.05197 -0.63806 -1.81906 2.248
C 2.07615 0.13117 -2.43394 -0.293
C 2.74604 1.27560 -2.02496 0.117
C 3.76985 1.74489 -2.81699 -1.185
C 4.09720 1.13235 -3.99869 -0.933
C 3.43820 -0.01590 -4.39699 -1.042
C 2.44566 -0.53466 -3.61396 0.253
N 1.60849 -1.65002 -3.68064 0.010
C -2.28791 -0.81472 -2.74012 -0.008
N -1.54815 0.03107 -2.05732 1.060
C -1.29777 1.07430 -2.97310 -0.730
C -0.35394 2.08222 -2.93559 0.449
C -0.19578 2.86787 -4.03191 -1.510
C -0.92083 2.60749 -5.20404 -0.710
C -1.75777 1.48178 -5.32191 -1.219
C -1.93354 0.80007 -4.14548 0.799
N -2.58109 -0.38461 -3.95267 0.091
H -3.44661 -2.34964 -1.53044 0.361
H -2.70083 -2.91473 -2.98113 0.625
H -1.57546 -3.34575 -0.93966 0.465
H -0.69185 -2.79196 -3.42649 0.666
H 0.28031 -3.68704 -2.12500 0.502
H 2.54165 1.80137 -1.07362 0.176
H 4.24977 2.67629 -2.53515 0.496
H 4.83194 1.63133 -4.59220 0.488
H 3.61783 -0.51196 -5.35289 0.475
H 1.71969 -2.33903 -4.40188 0.299
H 0.34224 2.21447 -2.10156 0.623
H 0.46976 3.71061 -4.10487 0.520
H -0.80858 3.15937 -6.09455 0.479
H -2.23278 1.24287 -6.24812 0.528
H -3.20786 -0.83861 -4.57121 0.233
N -4.77138 0.70244 0.49493 -0.002
C -3.68212 0.26721 -0.15043 -1.586
N -2.59283 0.23874 0.58925 0.849
C -3.00611 0.85597 1.76378 -0.425
C -2.27522 1.28576 2.86990 0.780
C -2.94088 1.94681 3.93193 -1.497
C -4.31682 2.16761 3.87620 -0.768
C -5.04782 1.77798 2.72936 -1.107
C -4.37525 1.13071 1.74767 0.650
H -5.61399 0.89838 0.01035 0.314
H -3.72543 -0.08968 -1.11410 0.919
H -1.22221 1.23441 2.94054 0.362
H -2.38993 2.35139 4.82893 0.419
H -4.81126 2.74496 4.64927 0.447
H -6.00320 2.17852 2.54207 0.493
C -1.26367 -1.97796 5.57921 -1.083
N -0.67097 -1.39173 4.36240 0.347
C 0.39936 -0.37192 4.53726 -0.551
C -1.21014 -1.56054 3.14414 0.123
C -2.40205 -2.49873 3.00242 -1.231
O -0.77619 -0.92832 2.13728 -0.568
H -2.35390 -1.79058 5.67422 0.361
H -0.77124 -1.53523 6.48749 0.413
H -0.99827 -3.02328 5.69331 0.371
H 0.03775 0.71098 4.54699 0.165
H 1.06024 -0.46294 3.71944 0.068
H 0.98968 -0.62661 5.45491 0.494
H -2.46249 -2.82206 1.94148 0.023
H -3.35914 -1.97881 3.17099 0.334
H -2.45896 -3.38673 3.70669 0.488
```

net charge	+3
E_HOMO	-0.57701	hartree
E_LUMO	-8.3143	eV
spin multiplicity	1


Record 2
Entry from the Open Molecules 2025 dataset: a structure of composition C37H43MoN4O4P2Si2 in a non-equilibrium geometry (wB97M-V/def2-TZVPD).

The geometry in XYZ format:
```
93
Properties=species:S:1:pos:R:3:nbo_charge:R:1
Mo 0.50023 0.36051 -0.48525 1.447
C 2.87701 -2.62990 -0.64903 -1.114
Si 1.03483 -3.07585 -0.95195 1.801
C 0.71238 -3.58519 -2.77051 -1.127
C 0.53734 -4.51957 0.18392 -1.125
N 0.09342 -1.61061 -0.63294 -1.406
P -1.05511 -1.53465 0.57368 1.815
C -1.25062 0.14832 0.95840 -1.274
P -2.10032 1.07278 -0.24303 1.861
N -0.97693 1.21203 -1.46964 -1.350
Si -0.89144 2.56427 -2.61500 1.779
C 0.11611 1.92590 -4.10498 -1.114
C 0.06213 3.94840 -1.70810 -1.114
C -2.66268 3.03843 -3.13450 -1.120
C -2.33084 2.71735 0.46713 -0.470
C -1.31133 3.11950 1.32767 -0.107
C -1.35254 4.36832 1.91559 -0.222
C -2.41444 5.21911 1.64885 -0.172
C -3.42415 4.82602 0.78462 -0.214
C -3.38554 3.57746 0.18548 -0.183
C -3.64360 0.44575 -0.94376 -0.469
C -4.86773 0.62969 -0.31030 -0.127
C -6.01067 0.08723 -0.87394 -0.221
C -5.92669 -0.64798 -2.04629 -0.178
C -4.69723 -0.87139 -2.64897 -0.196
C -3.55399 -0.33022 -2.09499 -0.185
C -2.54381 -2.50193 0.23986 -0.464
C -2.70196 -3.42286 -0.78641 -0.125
C -3.91159 -4.08275 -0.91384 -0.222
C -4.95191 -3.81502 -0.03946 -0.178
C -4.79715 -2.87999 0.97458 -0.192
C -3.59204 -2.22258 1.11534 -0.186
C -0.28288 -2.18618 2.07151 -0.414
C 0.97218 -1.66494 2.36058 -0.184
C 1.63880 -2.06108 3.50370 -0.190
C 1.04405 -2.97499 4.36136 -0.188
C -0.21333 -3.48144 4.08562 -0.213
C -0.88695 -3.08394 2.94262 -0.137
H 3.34392 -3.37506 -0.01429 0.257
H 3.00588 -1.66722 -0.15191 0.222
H 3.44137 -2.61049 -1.57236 0.231
H 1.64558 -3.68544 -3.31223 0.241
H 0.08518 -2.88132 -3.30890 0.237
H 0.22697 -4.55501 -2.81242 0.248
H 0.61952 -5.45924 -0.35266 0.251
H -0.48664 -4.43067 0.53516 0.243
H 1.18087 -4.59313 1.05517 0.253
H 1.18340 1.98543 -3.92738 0.228
H -0.08950 2.54861 -4.96659 0.252
H -0.13023 0.90443 -4.37319 0.235
H 0.78568 3.51745 -1.01114 0.231
H -0.60080 4.58721 -1.13131 0.254
H 0.60238 4.58020 -2.40526 0.249
H -3.39748 2.37754 -2.68450 0.244
H -2.77740 2.97612 -4.21205 0.253
H -2.90581 4.05521 -2.84078 0.254
H -0.49425 2.43814 1.53816 0.233
H -0.56391 4.67746 2.58401 0.229
H -2.45545 6.19056 2.11499 0.226
H -4.24704 5.49476 0.58015 0.226
H -4.17440 3.27770 -0.49004 0.224
H -4.91988 1.19280 0.61073 0.223
H -6.96867 0.24038 -0.39919 0.228
H -6.82380 -1.05198 -2.48976 0.227
H -4.63326 -1.46370 -3.54893 0.225
H -2.57565 -0.48835 -2.53976 0.227
H -1.88640 -3.62150 -1.46742 0.210
H -4.04072 -4.81459 -1.69648 0.226
H -5.88628 -4.34185 -0.14116 0.227
H -5.61091 -2.66814 1.65095 0.227
H -3.43991 -1.48444 1.89501 0.238
H 1.41488 -0.92527 1.67920 0.193
H 2.61428 -1.66572 3.73521 0.226
H 1.55970 -3.28761 5.25570 0.227
H -0.67075 -4.18485 4.76580 0.226
H -1.87522 -3.46995 2.73552 0.218
C 2.56759 -0.64900 -3.82087 -0.671
C 3.12821 0.08979 -2.67161 0.463
N 2.46536 0.50017 -1.59896 -0.552
C 3.38100 1.15202 -0.80225 -0.027
C 4.61721 1.13209 -1.41050 0.054
N 4.42584 0.44953 -2.57940 -0.469
C 5.96849 1.64668 -1.04020 0.763
O 6.05577 2.35618 0.05945 -0.649
O 6.89755 1.38811 -1.76107 -0.562
C 2.85639 1.84284 0.38867 0.795
O 3.56037 2.55866 1.08359 -0.583
O 1.59209 1.61814 0.55440 -0.691
H 1.53156 -0.90089 -3.61455 0.248
H 3.13591 -1.56126 -3.98619 0.247
H 2.62788 -0.04705 -4.72791 0.255
H 5.17947 0.26402 -3.22739 0.461
H 5.19839 2.50835 0.54166 0.523
```

net charge	+1
E_HOMO (alpha / beta)	-0.39099 / -0.40274	hartree
E_LUMO (alpha / beta)	-3.1959 / -3.2115	eV
<S²>	2.015
spin multiplicity	3


Short version: DFT total energy = -2613.651685 -3285.646347 a.u., in the order given.
Short version: ΔE to the lowest compared entry with this formula, charge and spin = 39.8 7.6 kcal per mole, in the order given.